This record from the Open Molecules 2025 dataset describes a 13-piece molecular cluster, C52H78O39 overall at a distorted geometry. The level of theory is ωB97M-V with the def2-TZVPD basis set.

Geometry (Å):
C -13.3805 17.8819 24.7504
C -14.5001 17.5479 23.8015
C -15.6988 16.7856 24.4172
O -16.8295 17.5511 23.9577
C -16.4214 18.7017 23.3714
O -17.1624 19.5058 22.9154
O -15.0887 18.7636 23.3235
H -12.5700 18.3876 24.2285
H -12.9494 16.9448 25.1201
H -13.6992 18.4297 25.6353
H -14.1399 16.9417 22.9684
H -15.6777 16.7700 25.5041
H -15.7636 15.8001 23.9655
C -13.4970 9.7520 19.6171
C -15.0091 9.8042 19.7101
C -15.6449 9.2002 20.9811
O -16.4336 10.2448 21.5480
C -16.2644 11.3843 20.8397
O -16.7819 12.4338 21.0509
O -15.4667 11.1741 19.7889
H -13.2497 8.8783 19.0111
H -13.0036 9.6637 20.5833
H -13.1292 10.6331 19.0951
H -15.4796 9.4107 18.8068
H -14.8433 8.8605 21.6429
H -16.2553 8.3141 20.8111
C -17.9606 10.9771 24.7389
C -17.8499 12.4767 24.8794
C -18.4952 13.0826 26.1324
O -17.4237 13.8264 26.7385
C -16.3041 13.7360 26.0042
O -15.2572 14.2333 26.2560
O -16.4663 12.8549 24.9895
H -17.4341 10.5467 25.5982
H -17.4395 10.6331 23.8483
H -18.9918 10.6337 24.8088
H -18.2091 13.0263 24.0058
H -18.8830 12.4029 26.8901
H -19.2843 13.7723 25.8378
C -18.5272 15.7918 21.5009
C -18.7142 14.8394 20.3612
C -19.7994 13.7714 20.5695
O -20.4669 13.7378 19.3070
C -20.1432 14.8220 18.5714
O -20.6688 15.1055 17.5435
O -19.1953 15.5428 19.1869
H -17.9409 16.6435 21.1409
H -17.9372 15.3551 22.3071
H -19.4479 16.2407 21.8724
H -17.7866 14.3774 20.0272
H -20.5413 14.1003 21.2968
H -19.3444 12.8177 20.8206
C -24.6025 12.7641 20.1243
C -24.3569 14.2157 19.7505
C -24.3532 14.5483 18.2645
O -25.3301 15.5617 18.1348
C -25.8379 15.8951 19.3549
O -26.6267 16.7651 19.5035
O -25.3730 15.0597 20.3016
H -25.6364 12.4774 19.9271
H -24.4148 12.6609 21.1943
H -23.8956 12.1279 19.5978
H -23.4328 14.4889 20.2573
H -24.5612 13.6713 17.6460
H -23.3622 14.8961 17.9626
C -12.4221 15.4870 15.8690
C -13.3461 16.4527 16.5662
C -14.6487 16.7139 15.8053
O -15.6556 16.6069 16.8120
C -15.1451 16.0304 17.9103
O -15.7930 15.7215 18.8605
O -13.8098 15.8880 17.8138
H -12.0590 15.9578 14.9504
H -12.8812 14.5372 15.5957
H -11.5286 15.2848 16.4612
H -12.7858 17.3628 16.7810
H -14.8440 15.9849 15.0219
H -14.6288 17.7000 15.3453
C -17.7864 11.9007 17.3102
C -17.2879 13.2451 16.8276
C -15.9926 13.1823 16.0316
O -16.2205 14.1322 14.9795
C -17.5566 14.2753 14.8017
O -18.0610 14.8446 13.8955
O -18.2202 13.6905 15.8172
H -17.7656 11.1293 16.5381
H -18.8413 11.9761 17.5886
H -17.2693 11.5174 18.1888
H -17.2546 13.9396 17.6705
H -15.7329 12.1784 15.6870
H -15.1088 13.5248 16.5760
C -20.3983 20.0380 22.3230
C -21.0836 18.6937 22.3702
C -22.5563 18.6725 22.7892
O -23.1816 17.8523 21.8113
C -22.2863 17.4695 20.8909
O -22.4456 16.6691 20.0242
O -21.1336 18.1513 21.0535
H -20.2323 20.4593 23.3149
H -20.9708 20.7663 21.7449
H -19.4188 19.9122 21.8652
H -20.4513 18.0638 23.0064
H -22.9876 19.6699 22.8601
H -22.6602 18.2154 23.7739
C -21.0728 9.9216 20.9450
C -19.6618 9.5228 20.5969
C -19.3902 8.0405 20.8536
O -18.5082 7.6626 19.7894
C -18.7000 8.5334 18.7733
O -18.2217 8.4043 17.6968
O -19.5078 9.5331 19.1551
H -21.1736 9.7800 22.0251
H -21.8173 9.3403 20.4070
H -21.2333 10.9832 20.7701
H -18.9445 10.1838 21.0873
H -20.3214 7.4838 20.7085
H -18.9995 7.7571 21.8268
C -23.0116 17.9486 17.0218
C -23.6585 19.2571 17.3812
C -25.1825 19.4135 17.1851
O -25.5575 20.1993 18.3173
C -24.5890 20.1490 19.2582
O -24.6761 20.6382 20.3355
O -23.5131 19.5088 18.7778
H -23.6836 17.1277 17.2718
H -22.0392 17.8771 17.4988
H -22.8425 17.9117 15.9462
H -23.2136 20.0854 16.8168
H -25.6817 18.4499 17.0539
H -25.4069 19.9840 16.2872
C -19.5160 18.8967 18.2224
C -18.4623 18.4123 17.2462
C -18.7844 17.3837 16.1619
O -17.9330 17.8043 15.0962
C -17.5926 19.0996 15.2757
O -16.9317 19.7212 14.5105
O -18.0410 19.5532 16.4613
H -20.3206 19.4568 17.7488
H -18.9707 19.5152 18.9372
H -19.9550 18.0842 18.8012
H -17.6111 18.0771 17.8462
H -19.8408 17.3120 15.9049
H -18.4711 16.4195 16.5597
C -22.6462 11.7556 27.4458
C -22.0520 11.1650 26.1819
C -23.0730 10.4257 25.2979
O -22.8020 10.9242 23.9906
C -21.9085 11.9309 24.0455
O -21.5969 12.6006 23.1215
O -21.5733 12.1968 25.3284
H -21.9334 11.8668 28.2612
H -23.4245 11.1099 27.8618
H -23.1148 12.7097 27.2042
H -21.2736 10.4478 26.4629
H -24.0874 10.6743 25.6138
H -22.9635 9.3453 25.3356
C -21.6733 14.9549 14.5338
C -22.7193 15.0224 13.4566
C -23.9643 14.1301 13.6129
O -25.0454 15.0386 13.7647
C -24.6107 16.3131 13.6947
O -25.3110 17.2659 13.6276
O -23.2812 16.3607 13.4724
H -21.1591 13.9930 14.4382
H -22.0907 15.0178 15.5348
H -20.9186 15.7240 14.3924
H -22.3192 14.9298 12.4451
H -23.8187 13.5710 14.5418
H -24.1221 13.4384 12.7922

Force components x, y, z for each atom (eV/Å):
0.47 -0.81 0.11
-0.23 -0.26 0.58
0.15 0.77 -0.62
0.04 -0.09 0.28
-0.08 -0.74 -0.16
-0.30 0.46 -0.02
0.31 0.03 -0.18
-0.12 0.27 0.07
-0.07 -0.01 -0.04
-0.16 0.24 -0.19
0.14 0.42 -0.24
-0.09 -0.16 0.00
-0.10 -0.18 0.36
-0.26 -0.38 -0.32
-0.68 0.35 0.11
0.75 -0.80 -0.22
0.07 0.04 0.19
0.19 -0.09 -0.71
-0.35 -0.06 0.62
0.42 0.04 0.03
0.24 0.02 0.12
-0.06 0.12 0.06
0.00 0.02 0.00
0.13 -0.11 0.02
-0.18 0.47 0.39
-0.27 0.26 -0.26
0.58 0.09 0.67
-0.15 0.22 -0.35
0.18 0.51 -0.01
-0.21 0.42 -0.07
0.22 -1.32 0.08
0.12 0.62 0.16
-0.24 0.14 0.08
-0.05 -0.07 -0.04
-0.31 -0.04 -0.16
-0.08 0.08 -0.34
-0.21 -0.35 -0.10
0.11 -0.28 -0.20
-0.04 0.02 0.19
0.67 0.87 -0.19
-0.29 -0.38 -0.43
0.17 0.97 -0.08
-0.02 -0.63 -0.31
-0.14 0.19 0.73
-0.02 0.06 -0.36
-0.17 0.11 -0.07
0.09 -0.10 0.00
-0.21 -0.18 0.05
-0.18 -0.39 0.02
0.16 0.05 0.39
0.12 -0.24 0.24
-0.27 -0.17 -0.07
-0.31 0.43 0.25
0.47 -0.63 0.80
0.82 -0.40 0.16
0.01 0.17 -0.11
0.04 -0.49 -0.47
-0.13 0.27 0.28
-0.18 0.23 -0.14
0.08 -0.15 -0.18
-0.07 -0.15 -0.01
-0.02 -0.12 -0.14
0.13 0.34 -0.39
-0.51 0.15 -0.01
-0.12 0.33 -0.01
0.56 0.08 -0.25
0.06 -0.63 -0.17
0.51 0.31 -0.27
-0.14 0.05 -0.17
0.20 0.42 0.04
-0.16 -0.26 0.22
-0.04 0.00 -0.13
-0.12 -0.04 -0.03
-0.22 0.07 0.11
-0.11 -0.01 0.14
-0.23 0.11 0.19
-0.01 -0.13 0.11
-0.41 0.11 0.20
-0.65 -0.38 0.15
-0.28 -1.15 -0.02
0.66 0.76 0.58
0.24 -0.67 -0.25
-0.05 -0.02 0.37
-0.09 0.10 -0.29
0.09 0.27 0.20
0.23 0.13 -0.11
0.05 0.19 0.08
0.25 0.22 -0.07
0.02 0.33 -0.30
-0.44 0.07 -0.50
-0.19 0.10 0.19
-0.09 0.35 -0.26
0.39 0.81 0.30
0.54 0.16 0.76
-0.35 -0.43 -0.03
0.44 0.77 0.02
-0.39 -0.31 -0.16
0.20 -0.57 -0.05
-0.07 -0.18 0.09
-0.07 -0.11 -0.05
0.03 0.05 0.03
-0.26 -0.35 -0.14
-0.23 -0.04 -0.55
-0.17 -0.16 -0.10
0.35 0.39 0.51
-0.69 -0.79 -0.29
-0.57 -0.18 -0.09
0.19 0.04 0.50
-0.06 -0.12 0.09
0.22 0.08 -0.38
0.30 0.65 0.20
-0.28 -0.08 -0.05
0.04 -0.10 0.00
-0.06 0.04 -0.13
0.19 -0.01 -0.30
-0.02 0.01 0.05
0.40 0.22 -0.07
-0.38 0.09 -0.47
-0.50 0.47 -0.66
0.73 -0.12 -0.73
-0.35 -0.42 0.08
-0.32 0.02 -0.63
0.09 0.06 0.45
0.44 -0.04 0.50
0.30 -0.10 0.26
-0.06 -0.26 0.21
-0.05 0.02 -0.16
0.41 -0.04 0.33
-0.28 0.07 0.82
0.02 0.13 0.02
0.24 -0.34 0.09
-0.59 0.41 0.28
0.32 -0.12 1.34
-0.38 -0.11 -0.22
0.11 -0.33 0.49
0.15 0.31 -0.39
0.22 -0.15 -0.16
0.11 0.09 -0.09
-0.35 0.27 0.02
0.08 -0.15 -0.15
0.12 -0.07 -0.29
0.06 0.28 -0.37
0.01 -0.17 -0.47
-0.32 -0.06 0.19
-0.57 -0.81 0.72
-0.04 0.41 0.50
0.16 -0.49 -0.18
-1.21 0.57 0.54
0.61 -0.01 -0.49
0.76 -0.30 -0.09
0.22 0.27 -0.24
0.00 -0.11 -0.23
0.05 0.05 0.12
0.40 0.37 -0.29
-0.09 0.11 -0.36
0.12 -0.02 -0.18
0.22 -0.85 -0.39
-0.27 1.00 -0.61
0.93 0.06 1.07
-0.19 -0.26 0.23
0.55 -0.01 -1.63
-0.51 0.39 0.75
-0.31 -0.28 0.48
0.07 0.05 0.19
-0.12 0.10 0.04
-0.02 0.08 -0.01
0.34 -0.19 0.19
-0.41 -0.18 -0.07
-0.21 0.14 -0.16

HOMO-LUMO gap = 9.8 eV
maximum force = 1.72 eV Å⁻¹
2S+1 = 1
total energy = -135046.732 eV
lowest unoccupied orbital energy = -0.0152 hartree
energy relative to the best compared isomer or geometry (same formula, charge and spin) = 47.46 kJ/mol
HOMO level = -10.2 eV
molecular weight = 1327.2 g/mol

=====

This record from the Open Molecules 2025 dataset describes a 2-piece molecular cluster, C14H16O overall at a distorted geometry. The level of theory is ωB97M-V with the def2-TZVPD basis set.

Geometry (Å):
C 3.1671 -2.1884 0.0745
C 1.9675 -1.0989 1.9357
C 2.6310 -1.0688 0.7401
C 1.5983 0.0684 2.5404
C 2.8672 0.2107 0.0984
C 1.8712 1.3091 1.9089
C 2.4400 1.3699 0.6645
O 1.2405 2.2687 2.6398
H 1.6149 -2.0253 2.3222
H 1.3856 0.1907 3.4941
H 2.8639 -2.2590 -0.9245
H 2.8518 -3.0895 0.5415
H 3.4952 0.1779 -0.8209
H 2.6284 2.3909 0.2601
H 1.0555 3.0954 2.1035
H 4.1874 -2.1335 0.1824
C -3.4773 0.7896 -3.1404
C -1.8213 -0.3034 0.6627
C -1.1422 0.6793 0.0034
C -2.8427 -1.0305 0.1765
C -1.5366 1.1690 -1.3053
C -3.1431 -0.6163 -1.1402
C -2.6477 0.4631 -1.8736
H -1.5127 -0.4735 1.7026
H -0.1148 0.9794 0.2495
H -3.4422 -1.7873 0.6935
H -1.0613 1.8248 -1.9029
H -3.8807 -1.1602 -1.6971
H -2.9185 0.9103 -4.0028
H -4.2379 1.5993 -2.9887
H -4.0864 -0.2620 -3.1978

Force components x, y, z for each atom (eV/Å):
-0.78 -2.26 0.04
-0.44 0.05 -0.17
-0.66 4.61 -0.85
2.55 1.26 -4.26
0.80 -2.62 0.03
-2.08 -2.28 1.44
0.39 2.51 0.09
0.03 3.02 -1.12
0.25 -0.79 0.56
-1.94 -0.08 4.32
-0.15 0.00 -1.68
-0.23 -1.01 0.47
-0.78 0.27 0.65
-0.12 -0.97 -0.10
0.54 -1.45 0.88
2.65 -0.22 -0.26
-2.18 -2.99 2.66
1.37 -0.03 3.58
1.41 2.00 -3.87
-1.15 0.77 -2.74
-3.09 -4.77 2.76
-1.08 -0.82 0.05
0.32 0.84 0.94
0.20 -0.13 -0.38
-0.78 0.08 0.85
0.58 0.29 -0.21
1.89 2.47 -1.33
-0.57 -0.44 0.20
1.05 0.45 -1.73
0.88 -0.62 -0.10
1.10 2.86 -0.72

HOMO-LUMO gap = 8.8 eV
maximum force = 6.32 eV Å⁻¹
2S+1 = 1
total energy = -16822.354 eV
lowest unoccupied orbital energy = 0.0281 hartree
SMILES = Cc1ccc(O)cc1.Cc1ccccc1
energy relative to the best compared isomer or geometry (same formula, charge and spin) = 278.00 kJ/mol
HOMO level = -8.1 eV
molecular weight = 200.3 g/mol

=====

This record from the Open Molecules 2025 dataset describes a 2-piece molecular cluster, C5H15N2 overall at a distorted geometry. The level of theory is ωB97M-V with the def2-TZVPD basis set.

Geometry (Å):
N 1.3723 0.4131 -1.0060
C 1.3401 -0.8687 -0.3104
C 2.6160 -1.0420 0.4899
C 0.1255 -0.7580 0.6594
N -1.0546 -0.7103 -0.0618
C -2.2527 -0.8718 0.6278
C -2.6952 0.5386 1.1804
H 1.9954 0.4102 -1.8034
H 0.4603 4.1865 -3.6290
H 1.1329 4.3534 -3.9024
H 1.0898 -1.7078 -0.9749
H 2.6598 -1.9559 1.0791
H 2.6722 -0.1885 1.1727
H 3.4936 -0.9655 -0.1483
H 0.1153 -1.5439 1.4305
H 0.2784 0.2074 1.1980
H 0.4439 0.6816 -1.3149
H -3.0444 -1.1580 -0.0640
H -2.1648 -1.5856 1.4543
H -3.1266 1.1053 0.3583
H -1.9526 1.1451 1.6904
H -3.5047 0.3148 1.8743

Force components x, y, z for each atom (eV/Å):
-0.15 -0.15 0.32
-0.69 0.50 -0.08
-0.05 0.32 0.31
0.98 -1.05 -0.75
-0.45 1.13 0.91
0.27 -1.16 -0.18
-0.62 0.77 -0.24
-0.02 -0.02 -0.02
0.11 0.03 -0.05
-0.11 -0.04 0.05
0.42 -0.10 0.01
-0.02 -0.13 -0.15
0.08 -0.09 0.04
-0.04 -0.22 -0.11
-0.18 0.21 0.25
-0.29 0.20 -0.15
0.12 0.05 -0.22
0.03 0.00 -0.05
0.05 0.24 0.17
0.18 0.06 -0.01
0.33 -0.37 -0.06
0.08 -0.17 0.01

HOMO-LUMO gap = 5.4 eV
maximum force = 1.62 eV Å⁻¹
2S+1 = 1
total energy = -8397.229 eV
lowest unoccupied orbital energy = -0.2998 hartree
energy relative to the best compared isomer or geometry (same formula, charge and spin) = 525.59 kJ/mol
net charge = +1
HOMO level = -13.6 eV
molecular weight = 103.2 g/mol